Formula: C25H18ClNO2S
Source: the Open Molecules 2025 dataset
Level of theory: ωB97M-V with the def2-TZVPD basis set

## Properties
Relative energy (zero: lowest compared OMol25 entry of this formula, charge and spin) = 0.0 kJ/mol
HOMO energy = -8.49 eV
Structure (SMILES) = O=C1c2cccn2-c2ccccc2O[C@H]1c1ccc(CSc2ccccc2Cl)cc1
2S+1 = 1

Last column: natural (NBO) charge in e.
Element x y z (Å)
O 0.62636 1.86864 0.46489  -0.544
C 1.13110 1.16445 -0.40200  0.533
C 2.54975 1.35157 -0.69012  -0.013
C 3.45768 1.80448 0.24927  -0.193
C 4.74285 1.82490 -0.31005  -0.297
C 4.57850 1.41780 -1.64935  -0.018
N 3.23521 1.09924 -1.88592  -0.341
C 2.68833 0.82463 -3.16224  0.161
C 3.20363 1.39787 -4.35085  -0.233
C 2.55005 1.14391 -5.57480  -0.211
C 1.44671 0.28956 -5.59899  -0.207
C 0.96025 -0.32309 -4.44249  -0.226
C 1.57231 -0.02539 -3.22337  0.260
O 1.07622 -0.65012 -2.10390  -0.520
C 0.24398 0.18581 -1.22988  0.013
C -0.58128 -0.73409 -0.37215  -0.071
C -1.90391 -0.36164 -0.06060  -0.178
C -2.71121 -1.12852 0.79810  -0.215
C -2.20741 -2.31279 1.36135  -0.029
C -2.96233 -3.14557 2.34093  -0.546
S -2.29952 -2.78818 3.99206  0.245
C -2.47888 -1.02226 4.03512  -0.229
C -1.46204 -0.23729 3.41581  -0.175
C -1.63343 1.13769 3.31969  -0.220
C -2.80641 1.71612 3.80349  -0.199
C -3.80112 0.95749 4.41243  -0.227
C -3.61537 -0.43071 4.56702  -0.037
Cl -4.81578 -1.41463 5.38383  0.009
C -0.94100 -2.72829 0.97897  -0.220
C -0.11532 -1.95907 0.15636  -0.146
H 3.15278 2.11893 1.24151  0.239
H 5.61250 2.16756 0.18681  0.230
H 5.35708 1.39168 -2.38171  0.218
H 4.09020 2.05947 -4.39913  0.229
H 2.94460 1.57477 -6.48414  0.221
H 0.98946 0.08586 -6.55952  0.218
H 0.14556 -1.01065 -4.44533  0.231
H -0.40109 0.76746 -1.88930  0.213
H -2.29288 0.56569 -0.47398  0.214
H -3.66580 -0.65089 1.06997  0.226
H -4.03755 -2.90485 2.28168  0.225
H -2.85633 -4.21023 2.15388  0.242
H -0.59231 -0.72681 2.94021  0.240
H -0.84321 1.70597 2.84242  0.240
H -2.95939 2.76841 3.62787  0.220
H -4.76472 1.37705 4.75130  0.231
H -0.48460 -3.64949 1.37362  0.218
H 0.87777 -2.35246 -0.05875  0.220